This record from the Open Molecules 2025 dataset describes a 16-piece molecular cluster, C81H68Cl9N13O26 overall. The level of theory is ωB97M-V/def2-TZVPD.

XYZ file:
```
197
Properties=species:S:1:pos:R:3:forces:R:3
Cl 12.63910 -29.15067 3.82570 -0.15 -0.30 -0.02
Cl 6.93623 -28.53378 -4.96244 0.05 -0.26 -0.08
Cl 0.10664 -27.94795 2.54388 -0.07 -0.70 0.00
Cl 12.42555 -27.19380 1.74120 -0.15 0.88 0.11
Cl 5.86393 -27.67978 -7.50386 0.08 -0.08 -0.17
Cl 14.99946 -28.32450 2.45978 0.58 0.07 -0.23
Cl 2.04865 -27.74787 0.53169 0.49 -0.01 -0.59
Cl 2.51977 -29.57195 2.72522 0.00 -0.16 0.21
Cl 5.57687 -30.49153 -6.70347 0.10 0.52 0.24
O 16.80006 -21.74681 -2.93977 0.26 -1.60 0.23
O 7.80955 -22.46149 -1.86209 -0.51 -0.04 2.55
O 4.76213 -28.98363 -2.92687 1.04 -0.23 1.33
O 4.99989 -20.75435 -3.13362 -0.32 -1.11 -0.57
O 18.19002 -23.41405 -3.05486 -0.14 0.15 -0.29
O 11.74572 -23.23029 2.10770 0.57 0.39 0.57
O 6.41450 -21.70774 -4.43746 -1.16 -0.58 0.09
O 14.61645 -31.55282 0.96648 1.08 0.33 1.11
O 9.18063 -22.01069 -7.98051 -0.10 -1.87 -0.23
O 13.07001 -31.97938 -0.43821 0.09 -0.07 0.34
O 12.76560 -26.08396 -2.29723 -0.15 -0.74 0.78
O 12.44425 -35.96149 2.24775 -0.19 0.41 -0.22
O 2.96245 -28.76198 -3.99335 -0.57 -0.44 0.87
O 13.62649 -28.68400 -1.12453 -0.52 -0.06 -2.29
O 5.41515 -28.35344 1.09201 0.20 -0.52 0.97
O 8.32674 -23.51099 -9.27817 0.50 -0.62 0.47
O 10.61434 -37.06361 2.06795 -0.10 1.28 -0.15
O 14.10130 -25.85984 -3.97745 0.11 -0.26 0.22
O 9.30723 -29.07045 1.72899 0.00 -0.41 0.71
O 11.04490 -29.66059 0.60785 -0.11 0.30 -0.25
O 14.88378 -28.26849 -2.81668 -0.60 -0.14 -0.33
O 8.04901 -20.89173 -0.41549 0.02 -0.13 0.62
O 10.18683 -23.19552 0.65463 -0.52 0.48 -0.69
O 7.27931 -31.93821 -0.65038 0.41 -0.40 -0.56
O 6.58602 -32.32800 -2.64518 -0.53 0.16 -0.28
O 5.36071 -30.47741 1.23577 0.15 -0.72 0.41
N 10.68773 -23.60088 1.67385 -0.29 -1.68 -0.14
N 17.14907 -22.91076 -2.68480 -0.12 1.58 0.05
N 7.41745 -32.41766 -1.77179 -0.50 0.26 0.24
N 3.59862 -29.24286 -3.04861 -1.05 0.27 -1.64
N 5.49142 -29.39676 1.75078 -0.25 1.08 -0.66
N 13.32897 -25.44265 -3.14074 -0.28 2.07 -1.47
N 11.23309 -36.00489 2.15006 0.12 -0.36 0.50
N 14.21541 -31.64519 -0.14839 -1.63 -0.42 -2.55
N 13.80590 -28.59887 -2.37178 0.72 0.25 2.55
N 8.85832 -23.18882 -8.23327 -0.50 2.39 0.60
N 10.00731 -29.03750 0.74270 -0.27 -0.49 -0.51
N 7.69044 -22.00920 -0.69002 0.13 -0.38 -2.45
N 5.42835 -21.75644 -3.71001 1.59 1.32 0.69
C 3.68643 -31.09864 -1.39446 -0.63 -0.49 -0.30
C 11.60809 -29.67143 -2.85074 0.40 0.92 0.08
C 9.02341 -24.15283 -7.12213 0.10 0.26 1.03
C 5.62267 -24.14811 2.40463 0.69 0.36 -1.05
C 15.05179 -31.33176 -1.35037 -0.29 0.17 -0.24
C 6.00452 -27.88660 5.09306 -0.50 -0.95 -0.05
C 9.75987 -26.10691 4.34849 0.50 1.10 -1.45
C 17.01656 -30.31055 -2.23245 0.38 -0.29 -0.05
C 9.99888 -24.74873 2.35027 0.74 0.88 1.14
C 16.31609 -23.70770 -1.78791 -0.07 -1.48 0.00
C 8.77038 -26.84998 3.71889 0.71 0.25 -0.01
C 10.25426 -27.29158 -1.00063 0.38 -2.00 1.28
C 15.29028 -23.16131 -1.06703 0.07 1.15 0.45
C 5.71451 -29.29674 3.23278 0.17 0.92 -1.59
C 8.37839 -26.46729 2.43653 0.63 0.40 0.54
C 3.09502 -32.22041 -0.74891 0.24 2.09 -0.56
C 9.07260 -34.72479 2.17121 1.36 -0.62 0.42
C 1.72167 -32.34982 -0.79434 -0.28 0.00 0.37
C 7.18133 -22.42395 1.68658 -0.42 1.10 0.67
C 7.01275 -22.82337 0.37320 1.35 0.82 -0.02
C 15.89613 -25.84278 -0.77546 0.17 -0.03 0.97
C 10.05227 -34.14431 -3.78146 -0.87 0.62 0.58
C 6.46346 -23.07052 2.70024 -0.21 0.09 0.07
C 1.32595 -28.89393 1.63788 -0.29 0.68 0.27
C 9.55969 -33.34895 -1.15263 1.14 -0.69 2.21
C 16.22917 -30.68797 -1.14238 1.94 0.60 1.09
C 9.65256 -26.35995 -1.74220 0.71 2.06 -2.03
C 13.30352 -28.61885 2.27942 -0.48 0.72 0.63
C 3.97304 -25.47897 -2.46953 -1.20 -1.65 -0.04
C 10.73771 -34.10233 -1.44373 -1.04 0.99 -0.82
C 6.11700 -29.04713 5.87784 -0.84 0.69 -0.13
C 9.24826 -26.44911 -6.41229 -0.68 -1.03 -0.76
C 12.93072 -21.92909 -4.38161 0.22 1.07 -1.77
C 12.26551 -21.25190 -3.37029 0.75 -2.23 0.91
C 8.86026 -33.50491 -3.44142 0.90 -1.15 -0.19
C 16.58744 -30.63143 -3.51075 1.86 0.87 -0.68
C 10.42851 -32.30667 2.66021 0.85 0.64 -0.74
C 8.30796 -26.36356 -1.97378 -1.48 1.22 0.18
C 1.53230 -30.39660 -2.23486 -0.05 0.06 0.21
C 9.20893 -23.71555 -5.79299 0.20 0.74 -1.22
C 3.29292 -24.35983 -2.08510 0.76 1.71 -0.21
C 12.95763 -23.99560 -3.26599 -0.14 0.53 1.13
C 11.14179 -33.48505 2.43035 0.47 -0.64 0.45
C 14.99959 -25.24865 0.11047 -0.85 1.08 -0.60
C 5.57799 -24.55135 1.07537 -0.63 -1.26 -0.65
C 8.10306 -28.21876 -0.52691 -0.37 -0.96 0.69
C 3.80581 -23.11559 -2.45180 0.12 0.66 -0.98
C 12.29391 -23.36735 -2.17275 0.08 -0.66 -1.26
C 8.97348 -25.40958 1.76264 -0.99 -0.67 -0.67
C 10.64426 -30.08122 -3.79116 0.73 -0.85 2.60
C 11.94793 -22.02350 -2.23696 -0.47 0.02 0.16
C 9.47885 -26.03924 -5.15198 0.15 1.47 0.89
C 10.39783 -25.06893 3.63281 0.29 -0.19 0.55
C 9.06038 -32.30142 2.58181 -0.75 -0.34 0.15
C 10.48731 -34.69740 2.23942 -1.23 0.11 -0.12
C 12.87844 -28.62936 -4.63791 -0.56 -0.66 0.60
C 8.62600 -33.15345 -2.13814 0.56 0.72 0.86
C 5.84246 -28.00115 3.72106 -0.72 0.07 0.11
C 5.55312 -24.22979 -3.75542 0.50 0.06 -0.27
C 0.94024 -31.43352 -1.51694 0.05 -0.37 -0.13
C 5.78167 -30.45416 3.96934 -0.25 0.71 0.27
C 13.30955 -23.26656 -4.39233 0.02 -0.05 0.48
C 10.98414 -34.44317 -2.78023 0.17 -0.09 -0.26
C 7.51138 -27.31723 -1.39350 -0.12 -0.51 0.12
C 9.47002 -28.21127 -0.33508 -0.53 0.55 -0.22
C 5.07242 -25.46828 -3.31119 -0.58 1.43 0.12
C 10.87025 -29.92630 -5.11613 -0.42 0.24 -1.08
C 11.94619 -29.15917 -5.52494 0.72 -0.05 0.59
C 6.30139 -23.92613 0.04930 -1.04 -1.07 -0.47
C 14.58071 -31.56248 -2.64618 -0.73 -0.77 0.48
C 12.72249 -28.92518 -3.30492 -1.43 -1.17 0.93
C 2.92270 -30.23783 -2.18989 -0.18 -1.03 0.80
C 5.94026 -30.31441 5.33439 1.66 -0.50 0.78
C 16.59901 -25.08058 -1.67932 0.17 1.06 -0.74
C 8.40612 -33.52701 2.34579 -0.94 0.17 -0.18
C 4.87496 -23.07848 -3.33799 0.51 -0.66 0.44
C 14.65600 -23.89718 -0.08199 -0.30 -0.24 0.26
C 15.37527 -31.21939 -3.74567 -1.07 -0.55 1.16
C 5.65725 -28.79487 -6.15097 0.40 -0.09 -0.38
C 9.44735 -24.65740 -4.84371 0.13 -1.56 0.43
C 8.98778 -25.48991 -7.37367 0.05 -0.59 -2.54
H 0.88908 -29.71341 1.07662 -0.23 0.17 0.07
H 12.01106 -23.95501 -1.30942 0.09 -0.01 -0.04
H 5.03806 -24.67326 3.15291 0.07 0.23 -0.01
H 3.43100 -22.11732 -2.21566 -0.38 -0.59 0.31
H 17.35386 -25.42821 -2.37245 -0.03 -0.48 0.30
H 6.44940 -22.70773 3.72427 0.45 0.10 -0.18
H 0.90968 -29.68161 -2.74970 0.07 -0.04 -0.32
H 7.32016 -33.57728 2.25266 0.21 0.27 0.15
H 3.73193 -32.84510 -0.15338 0.07 -0.28 0.13
H 12.14747 -20.19993 -3.38377 -0.47 0.74 -0.23
H 8.62726 -25.17483 0.76987 0.03 0.16 -0.15
H 13.16450 -21.39064 -5.31370 0.00 -0.03 0.62
H 8.14541 -33.45383 -4.21072 -0.99 0.61 -0.56
H 3.47826 -26.43132 -2.19762 0.69 0.37 -0.21
H 7.75488 -21.49653 1.86073 -0.29 -0.76 0.10
H 14.47554 -25.84929 0.84323 0.21 0.09 -0.01
H 7.51877 -28.92817 0.05655 -0.02 0.14 -0.36
H 9.15341 -27.53340 -6.58598 0.24 0.76 -0.37
H 5.69511 -27.11950 3.06317 0.22 -0.91 0.55
H 11.35813 -21.63965 -1.39458 0.44 0.11 -0.37
H 10.96129 -31.34077 2.75264 -0.25 -0.83 0.14
H 5.89348 -26.92712 5.55173 0.46 0.45 0.27
H 9.22072 -22.66731 -5.53744 -0.11 0.10 -0.11
H 4.73122 -30.92473 -1.28655 0.65 0.01 -0.10
H 8.53318 -31.34204 2.73080 0.10 -0.79 -0.22
H 9.33653 -32.96640 -0.09234 0.48 -0.70 -1.84
H 6.46530 -24.10389 -4.37407 -0.84 -0.26 0.30
H 11.26636 -24.51858 3.98978 -0.31 -0.19 0.40
H 11.91653 -34.93599 -3.06828 -0.29 0.06 0.27
H 10.28162 -25.61999 -2.24596 -0.19 -0.15 0.31
H 6.19115 -31.18599 5.97551 -0.75 0.55 -0.55
H 10.07529 -26.32265 5.33992 0.29 -0.26 0.60
H 8.83017 -25.76870 -8.42635 -0.06 -0.05 0.56
H 4.94077 -25.41188 0.78589 0.48 0.55 0.25
H 7.79961 -25.51057 -2.43764 0.46 -0.41 -0.40
H 16.58284 -30.54069 -0.10564 -0.32 0.09 -0.70
H 9.85185 -30.72982 -3.42910 -0.13 0.26 -0.08
H 13.07059 -29.28484 1.49573 0.23 -1.29 -0.44
H 6.26628 -24.28930 -0.98682 -0.13 0.23 0.53
H 13.90706 -23.62791 -5.24222 -0.55 -0.17 0.65
H 15.02686 -22.11466 -1.17182 0.11 -0.08 -0.21
H 11.29275 -27.37120 -0.91360 1.51 0.20 0.22
H 13.87987 -23.33105 0.46644 0.48 -0.87 0.02
H 4.72064 -28.53331 -5.71161 -0.50 -0.11 0.47
H 12.20223 -29.09978 -6.53128 0.02 0.35 -1.77
H 17.31706 -30.37110 -4.31294 -1.03 -0.28 0.38
H 16.08634 -26.88833 -0.61009 0.16 -0.29 -0.41
H 7.62878 -26.97543 1.90720 -0.90 -0.79 -0.48
H 11.47357 -34.34663 -0.68914 -0.14 0.18 0.09
H 12.21742 -33.46879 2.49516 0.18 -0.04 -0.14
H 10.17294 -30.43296 -5.79249 0.46 0.46 -0.12
H 9.61212 -24.38051 -3.82514 0.03 0.44 0.45
H 2.37153 -24.41105 -1.56823 -0.62 -0.14 0.71
H 11.51606 -29.88701 -1.77723 0.04 -0.02 -0.55
H 5.36490 -26.42208 -3.65818 1.01 -0.66 -0.40
H 13.59998 -32.07181 -2.71169 0.71 0.49 -0.32
H 1.23903 -33.11151 -0.17127 0.10 0.13 -0.53
H -0.14050 -31.61919 -1.56442 0.47 0.43 0.04
H 14.99659 -31.41560 -4.72268 -0.03 -0.12 -0.57
H 5.66046 -31.38528 3.48297 0.00 -0.82 -0.35
H 8.44315 -27.75485 4.22869 -0.32 0.35 -0.37
H 10.09136 -34.34845 -4.84667 0.82 -0.40 0.25
H 13.76494 -28.09054 -4.85940 0.46 0.39 -0.83
H 6.19326 -28.92944 6.94914 0.22 -0.08 0.07
H 9.65959 -26.77921 -4.40974 0.18 -0.30 0.71
H 8.58655 -35.71056 2.07881 0.10 0.82 -0.12
H 6.45226 -27.34881 -1.60516 -0.10 -0.05 0.23
H 18.01275 -29.82694 -2.17454 -0.91 -0.34 0.51
```
Positions in Å, forces in eV/Å.

Strongest force on any atom ... 0.05940 hartree/bohr
HOMO level ... -9.4236 eV
Orbital gap ... 8.3 eV
E_tot ... -9935.99291 a.u.
Spin multiplicity ... 1